A single C17H22N2OS2 molecule. Source: the OMol25 dataset; level of theory: ωB97M-V/def2-TZVPD.

```
44
Properties=species:S:1:pos:R:3:forces:R:3
S 4.79506 -0.01797 -0.23922 -0.2 0.4 0.4
S -0.05186 2.77158 -0.19291 -0.1 0.7 0.1
O 1.29532 -2.90378 0.52108 0.2 -0.1 -0.1
N 1.24913 0.56353 -0.84677 -0.4 0.0 0.1
N -1.00291 0.31256 -0.40374 0.5 -0.6 -0.4
C -5.75406 -0.82016 -0.65990 0.0 0.0 0.0
C 3.45302 1.04529 0.05278 0.3 -0.1 0.0
C 1.32632 -1.49933 0.54598 0.1 0.2 0.1
C 3.00927 1.27706 -2.42031 -0.1 0.1 0.2
C -4.63876 -0.02894 -0.04655 0.0 0.0 0.1
C -3.33433 -0.17984 -0.48443 0.1 0.1 0.0
C 2.45252 1.38432 -1.00394 0.1 0.3 -0.3
C -2.29565 0.56910 0.06663 -0.4 0.2 0.2
C -2.56853 1.46074 1.09625 0.1 0.0 0.1
C 0.07455 1.14469 -0.47594 0.1 0.2 -0.2
C -4.90094 0.88522 0.96844 0.0 0.0 -0.1
C 5.30532 0.11734 1.39518 0.0 -0.2 -0.3
C 3.43211 1.45590 1.35082 0.0 0.0 -0.2
C 0.04548 -3.46457 0.20303 0.0 0.0 0.0
C 4.49201 0.92571 2.11907 0.1 -0.1 0.1
C 1.42773 -0.87202 -0.86274 -0.2 -0.6 0.2
C -3.87203 1.61529 1.53242 0.0 -0.1 0.0
H 2.68284 2.12259 1.73869 -0.2 0.1 0.0
H 3.82841 1.98133 -2.53633 0.1 0.0 0.0
H 0.13261 -4.53149 0.39833 -0.1 0.0 0.0
H -6.39017 -1.24740 0.11305 -0.1 -0.1 0.0
H -0.75007 -3.04421 0.83057 0.0 0.0 0.0
H 0.44481 -1.10457 1.07121 0.1 0.0 0.0
H -0.93903 -0.54986 -0.92718 0.1 0.1 0.2
H 6.18121 -0.41191 1.71344 0.2 -0.1 0.1
H -4.08111 2.31297 2.32934 0.0 0.1 0.1
H 4.64105 1.14249 3.16152 0.1 0.0 0.2
H -6.37353 -0.17199 -1.27962 -0.1 0.0 -0.1
H -0.21947 -3.32222 -0.85159 0.0 0.0 0.0
H 2.23310 1.52321 -3.14060 -0.1 0.0 -0.1
H 0.70646 -1.34741 -1.53842 0.1 0.0 0.0
H -5.36992 -1.62411 -1.28301 0.0 -0.1 0.0
H 2.11768 2.41602 -0.83488 0.2 -0.4 0.0
H 2.41905 -1.08745 -1.26176 -0.2 0.0 0.0
H -5.91445 1.01630 1.31768 -0.1 0.0 0.0
H 3.38565 0.27880 -2.63306 0.0 -0.1 -0.1
H -1.77450 2.02877 1.54917 0.0 0.0 0.0
H -3.11556 -0.88875 -1.27341 0.0 -0.1 -0.1
H 2.21615 -1.23285 1.12161 -0.1 0.1 -0.1
```
Positions in Å, forces in eV/Å.

The SMILES is COCCN(C(=S)Nc1cccc(C)c1)[C@H](C)c1cccs1. As for the energy: -1642.1046 Eh. Its LUMO energy is 0.020 hartree. The spin multiplicity is 1.